Density functional theory data (ωB97M-V/def2-TZVPD) for C7H12 as an isolated structure at a distorted geometry.

Properties
**Molar mass**: 96.2 g mol⁻¹
**Energy**: -7450.137 eV
**F_max**: 4.8 eV/Å
**LUMO**: 1.12 eV
**Kohn-Sham gap**: 0.3816 Eh
**HOMO energy**: -9.2627 eV

The geometry in XYZ format:
```
19
C7H12 (ωB97M-V/def2-TZVPD)
C 1.214 -0.636 0.801
C 1.177 0.857 0.732
C -1.315 -0.545 -0.585
C -0.090 0.027 -1.287
C 0.882 1.151 -0.747
C -1.893 -0.041 0.723
C 0.016 -1.275 -0.573
H -2.644 -0.755 1.078
H 1.785 0.976 -1.339
H -1.135 0.033 1.505
H 2.229 0.634 1.266
H 0.133 -2.240 -1.127
H -2.379 0.936 0.620
H 0.537 1.437 1.421
H 2.110 -0.981 0.291
H -2.129 -0.855 -1.266
H 1.124 -0.976 1.842
H 0.507 2.161 -0.978
H -0.130 0.091 -2.376
```

These are the Mulliken partial charges, in e, on atoms 1 to 6: C -0.9906; C -0.3769; C 0.0972; C -0.1539; C -0.7964; C -1.2673

Density functional theory data (ωB97M-V/def2-TZVPD) for an isolated ion of composition C7H12 and charge +1 at a distorted geometry.

Properties
**Net charge**: +1
**Molar mass**: 96.2 g mol⁻¹
**Energy**: -7442.899 eV
**F_max**: 3.7 eV/Å
**Multiplicity**: 2
**LUMO (alpha / beta)**: -5.09 / -8.32 eV
**Kohn-Sham gap (alpha / beta)**: 0.3345 / 0.2141 Eh
**HOMO energy (alpha / beta)**: -14.1953 / -14.1434 eV
**<S²>**: 0.753

The geometry in XYZ format:
```
19
C7H12 (ωB97M-V/def2-TZVPD)
C 0.318 -1.941 0.020
C -0.578 0.380 0.284
C -1.493 0.008 -0.699
C 0.061 -0.826 0.994
C 0.307 1.566 0.266
C -0.195 2.763 -0.552
C 1.521 -2.460 -0.185
H -2.140 -0.851 -0.575
H -0.662 -1.139 1.751
H 0.474 1.878 1.297
H 1.750 -3.119 -1.010
H -1.713 0.578 -1.596
H 2.382 -2.080 0.341
H -1.266 2.883 -0.481
H 1.034 -0.502 1.369
H 0.116 2.677 -1.592
H 1.261 1.208 -0.135
H -0.451 -2.265 -0.677
H 0.358 3.645 -0.240
```

These are the Mulliken partial charges, in e, on atoms 1 to 6: C 0.1127; C 0.8651; C -0.8827; C -0.6468; C -0.2636; C -1.4593

Density functional theory data (ωB97M-V/def2-TZVPD) for an isolated ion of composition C7H12 and charge +1 at a distorted geometry.

Properties
**Net charge**: +1
**Molar mass**: 96.2 g mol⁻¹
**Energy**: -7442.143 eV
**F_max**: 3.1 eV/Å
**Multiplicity**: 2
**LUMO (alpha / beta)**: -5.17 / -6.58 eV
**Kohn-Sham gap (alpha / beta)**: 0.3145 / 0.3048 Eh
**HOMO energy (alpha / beta)**: -13.7256 / -14.8776 eV
**<S²>**: 0.786

The geometry in XYZ format:
```
19
C7H12 (ωB97M-V/def2-TZVPD)
C -0.001 0.156 0.646
C -0.318 -0.539 -1.067
C -0.912 -1.878 -0.693
C -1.072 0.794 1.231
C 0.636 0.388 -0.662
C 0.974 -0.565 1.610
C 0.836 1.770 -1.159
H -1.063 -0.043 -1.705
H -1.734 1.437 0.666
H -1.078 -2.556 -1.527
H 0.522 -0.676 2.594
H 1.150 1.834 -2.200
H -1.832 -1.640 -0.162
H -1.041 0.765 2.308
H -0.386 -2.502 0.036
H 1.833 0.098 1.712
H -0.163 2.214 -1.052
H 1.327 -1.529 1.251
H 1.521 2.377 -0.572
```

These are the Mulliken partial charges, in e, on atoms 1 to 6: C 0.8479; C -0.0375; C -1.2868; C -0.8826; C 0.6383; C -1.2910

Density functional theory data (ωB97M-V/def2-TZVPD) for C7H12AuF6O4PSe3Te as an isolated structure.

Properties
**Molar mass**: 866.6 g mol⁻¹
**Energy**: -248265.220 eV
**F_max**: 0.2 eV/Å
**LUMO**: -0.41 eV
**Kohn-Sham gap**: 0.2623 Eh
**HOMO energy**: -7.5462 eV

The geometry in XYZ format:
```
35
C7H12AuF6O4PSe3Te (ωB97M-V/def2-TZVPD)
Au -0.462 -0.690 -1.705
Te 2.805 -1.604 -1.437
Se 2.985 -1.133 0.995
Se -0.654 -3.122 -1.510
Se 1.620 -3.789 -1.498
P -0.678 1.544 -2.031
F 0.316 0.937 3.350
F 2.109 -2.776 3.448
F 0.010 -3.201 3.696
F 0.343 -0.693 4.771
F 0.938 -3.469 1.763
F 2.164 -0.092 3.764
O 0.529 2.293 -2.744
O -1.906 1.948 -2.951
O -0.904 2.459 -0.754
O 1.196 -0.772 1.300
C 0.846 -0.271 3.606
C 0.090 2.432 0.291
C -3.192 1.342 -2.750
C -0.956 -1.216 2.123
C 1.096 1.732 -3.939
C 0.533 -1.242 2.448
C 0.915 -2.693 2.844
H -1.207 -0.245 1.706
H -1.555 -1.396 3.013
H -3.656 1.742 -1.849
H -3.792 1.597 -3.618
H 0.619 1.476 0.311
H -0.431 2.580 1.232
H -3.097 0.258 -2.671
H 1.224 0.653 -3.835
H -1.163 -1.980 1.374
H 2.063 2.205 -4.076
H 0.451 1.948 -4.789
H 0.800 3.239 0.124
```

These are the Mulliken partial charges, in e, on atoms 1 to 6: Au 0.3794; Te -0.0362; Se 0.0275; Se -0.4077; Se -0.1742; P 0.8043